# C24H67F2N7O14S2

A 9-piece molecular cluster, C24H67F2N7O14S2 overall in a non-equilibrium geometry (ωB97M-V with the def2-TZVPD basis set, the OMol25 dataset).

Values from the calculation:
DFT total energy: -3387.21288 Ha
Net charge: -2
HOMO energy: -3.860 eV
LUMO level: 3.89 eV
Energy above the lowest of the compared OMol25 structures with the same formula, charge and spin: 0.000 eV
Frontier orbital gap: 7.747 eV

Geometry as XYZ:
```
116
Properties=species:S:1:pos:R:3:forces:R:3
N 0.7838 -1.9989 -3.9315 3.134 -1.266 -1.972
S 1.8250 -0.8389 -3.6159 -1.124 4.045 2.587
O 1.9514 0.1830 -4.6362 0.627 -1.090 0.267
O 2.9589 -1.1675 -2.7802 -0.401 -0.109 -1.048
F 0.8873 -0.0398 -2.5744 0.260 -0.688 -0.171
S 1.7825 -2.8252 -4.9997 -2.031 -1.425 -1.175
O 2.8860 -3.5795 -4.5011 0.247 0.310 0.560
O 1.9587 -2.1900 -6.2836 -0.065 -0.046 0.688
F 0.7405 -3.9953 -5.3414 -0.270 0.249 0.154
N -1.1821 0.8794 0.0468 -1.315 -0.570 -0.548
O -0.7644 0.4136 1.1324 0.583 0.093 -0.098
O -1.3812 0.1544 -0.9398 0.510 0.592 1.001
O -1.5078 2.1024 -0.0010 0.372 0.279 -0.091
C -1.5735 4.9674 -2.1401 -1.088 0.094 -0.037
C -0.1460 5.0472 -1.6551 -0.449 0.417 1.069
C 0.4616 6.4034 -2.0057 0.914 -1.228 -0.966
O 1.8752 6.3169 -1.8201 -0.021 0.139 0.349
C 2.5434 7.5056 -2.1827 -0.334 -0.592 0.712
N -0.2329 4.9205 -0.1775 0.536 -0.722 0.194
H -1.7731 4.9680 -3.2130 0.598 -0.110 -0.152
H -2.1590 5.8105 -1.7552 0.166 0.020 0.193
H -2.0484 4.0718 -1.7358 0.095 -0.086 -0.052
H 0.4380 4.2056 -2.0338 0.199 0.307 -0.524
H 0.0335 7.2381 -1.4470 -0.147 -0.103 0.191
H 0.3160 6.5426 -3.0853 -0.276 0.328 -0.041
H 2.2555 8.3001 -1.4819 -0.081 0.284 -0.325
H 2.3015 7.7517 -3.2211 0.204 0.301 -0.002
H 3.6061 7.3231 -2.0275 0.040 0.019 -0.320
H -0.6526 4.0028 0.0038 -0.415 0.192 -0.100
H 0.6975 4.7017 0.1851 0.114 0.591 -0.150
C -1.1019 -1.2021 -8.1072 0.250 0.743 -0.011
C -1.3165 -1.1992 -6.5806 -0.017 -0.430 -0.316
C -1.2552 0.2162 -6.0221 -0.015 -0.450 0.381
O -1.3655 0.2158 -4.6160 0.026 -0.015 -0.468
C -1.1131 1.4967 -4.1267 0.047 0.933 0.550
N -2.5744 -1.8712 -6.1870 -0.025 0.136 -0.900
H -1.5432 -0.3046 -8.5577 -0.068 -0.053 -0.095
H -1.5231 -2.0692 -8.6183 -0.093 -0.121 0.253
H -0.0322 -1.1914 -8.3301 -0.005 0.084 -0.001
H -0.4801 -1.7786 -6.1986 -0.196 0.099 0.483
H -2.0846 0.8223 -6.4190 -0.047 0.036 -0.312
H -0.3051 0.6780 -6.3124 0.061 0.018 -0.128
H -0.1010 1.8490 -4.3607 0.128 -0.254 0.016
H -1.2550 1.5211 -3.0474 0.099 -0.356 0.025
H -1.7878 2.2707 -4.5280 -0.281 -0.212 -0.296
H -3.3163 -1.3722 -6.6861 -0.073 0.156 0.361
H -2.5622 -2.7472 -6.7103 0.027 -0.202 0.431
C 0.9926 -2.7071 1.2719 0.505 0.159 -0.097
C 0.4772 -2.9233 -0.1495 0.163 -0.102 0.216
C 1.1534 -4.1400 -0.7881 -0.629 0.648 0.552
O 0.5058 -4.3618 -2.0133 1.259 -0.969 -0.162
C 1.0023 -5.5548 -2.5593 -0.600 -0.893 -0.868
N -0.9710 -3.0946 -0.1727 -0.133 -0.388 0.420
H 0.4539 -1.8618 1.7051 0.043 -0.036 0.117
H 2.0648 -2.4723 1.2859 -0.045 0.063 -0.066
H 0.8662 -3.6020 1.8907 -0.225 -0.013 0.004
H 0.6993 -2.0373 -0.7501 0.036 -0.053 -0.035
H 1.0533 -5.0283 -0.1369 -0.401 -0.023 0.079
H 2.2437 -4.0202 -0.8500 -0.031 0.373 -0.482
H 0.3921 -5.8470 -3.4183 -0.249 0.271 0.100
H 0.9253 -6.3861 -1.8429 0.048 0.057 0.177
H 2.0165 -5.5613 -2.9752 0.213 0.636 0.429
H -1.4091 -2.3037 0.2908 -0.021 0.253 -0.243
H -1.1966 -3.9012 0.4110 -0.050 -0.004 -0.125
C -1.7902 -1.6078 4.6089 -0.306 0.451 1.174
C -2.5676 -2.1601 3.4218 1.280 0.741 -0.113
C -3.8481 -2.8451 3.8111 -0.007 -0.940 0.303
O -3.5312 -4.0450 4.5214 0.738 -0.159 0.012
C -4.5267 -4.5272 5.3563 -0.982 0.250 0.080
N -2.8268 -1.0768 2.4671 -0.688 -0.404 0.465
H -2.4254 -0.9701 5.2418 -0.212 -0.129 -0.059
H -1.0116 -0.9145 4.2945 0.179 -0.318 -0.277
H -1.3519 -2.3511 5.2814 -0.022 -0.156 -0.218
H -1.8532 -2.8493 2.9575 -0.506 -0.330 -0.288
H -4.4259 -3.1609 2.9381 -0.124 0.456 -0.124
H -4.4397 -2.2041 4.4776 -0.093 0.190 -0.197
H -5.5160 -4.5472 4.8719 0.072 0.009 -0.183
H -4.6605 -3.8996 6.2493 0.169 -0.043 0.083
H -4.3226 -5.5543 5.6565 0.344 0.070 0.003
H -3.5680 -0.5022 2.8657 0.034 0.117 -0.193
H -2.0040 -0.4797 2.4355 -0.073 -0.027 -0.508
C 1.3030 0.4264 4.4535 0.388 1.291 -0.070
C 2.1277 -0.6190 5.1740 -0.142 -0.324 0.385
C 3.1340 -1.3162 4.2520 -0.742 0.412 -0.378
O 3.9730 -2.1748 4.9824 0.315 -0.434 0.753
C 4.8299 -2.9001 4.1500 0.111 -0.026 -1.503
N 2.7289 -0.0520 6.3921 0.591 -0.007 0.021
H 1.9213 1.2844 4.1579 0.278 -0.212 -0.137
H 0.6081 0.8995 5.1498 -0.244 -0.395 0.027
H 0.7803 0.1322 3.5436 0.041 -0.369 0.090
H 1.4165 -1.3464 5.5761 0.105 -0.349 -0.252
H 3.7180 -0.5673 3.7003 0.173 0.096 0.145
H 2.5751 -1.8676 3.4856 0.022 -0.126 0.033
H 4.2675 -3.4739 3.4026 -0.192 -0.062 0.077
H 5.5014 -3.6126 4.6251 -0.292 0.226 0.798
H 5.4639 -2.2373 3.5472 0.056 0.202 0.122
H 3.5301 0.5324 6.1556 -0.244 0.219 -0.228
H 3.1795 -0.8169 6.8893 -0.213 -0.054 0.018
C -2.7245 2.6274 3.4216 -1.153 0.335 0.795
C -2.7166 3.9038 2.5781 2.272 -1.098 -0.224
O -3.4536 3.7351 1.3898 -0.499 0.665 0.264
H -2.0709 2.6530 4.2986 0.350 0.209 -0.252
H -2.4974 1.7481 2.8245 0.122 0.120 -0.140
H -3.7221 2.5171 3.8674 -0.090 -0.276 -0.224
H -1.6593 4.0237 2.3022 -0.003 0.213 -0.102
H -2.9091 4.8103 3.1529 -0.872 -0.012 -0.156
H -2.8363 3.3546 0.7466 -0.118 -0.318 0.050
C 2.8990 0.7350 0.7641 -0.300 -0.362 -0.756
C 2.2513 2.0969 0.7773 -0.164 -0.421 -0.100
O 3.3029 3.0389 1.0358 -0.503 0.363 -0.184
H 3.5123 0.6187 -0.1329 0.075 0.192 0.017
H 2.1148 -0.0168 0.6391 0.087 -0.099 0.407
H 3.5531 0.5439 1.6140 -0.279 0.023 0.259
H 1.4080 2.1690 1.4741 0.396 0.000 0.534
H 1.7282 2.2299 -0.1781 0.513 0.311 -0.260
H 2.9978 3.9095 0.7587 0.071 -0.029 0.028
```
Positions in Å, forces in eV/Å.